(1)
DFT (wB97M-V/def2-TZVPD) results for C4H5FeO2 as an isolated structure in a non-equilibrium geometry.

```
12
Properties=species:S:1:pos:R:3:forces:R:3
H -0.7768 -0.0666 -0.3512 0.10 0.62 -0.02
C -0.7962 1.0164 -0.5465 -0.62 -0.24 -0.52
C -1.9648 1.5724 -0.3989 0.59 -0.29 0.25
O -3.0210 2.0455 -0.1815 0.92 -0.10 0.14
Fe -4.9184 2.3332 -0.8497 -1.08 0.25 -0.29
H -0.0486 1.5140 -1.1670 -0.18 -0.09 0.33
O 3.1336 -0.4352 0.4940 0.35 0.02 -0.13
C 2.1923 -1.1949 0.6340 -0.32 -0.93 -0.10
C 1.3453 -2.1367 0.8248 -0.26 0.73 -0.04
H 3.0178 0.2915 -0.1591 0.01 0.23 0.20
H 0.6448 -2.0564 1.6626 0.20 -0.13 -0.10
H 1.1920 -2.8832 0.0385 0.29 -0.08 0.28
```
Positions in Å, forces in eV/Å.

Computed properties:
* net charge: +2
* multiplicity: 6
* <S²>: 8.754
* HOMO-LUMO gap (spin up / spin down): 0.2437 / 0.3380 Eh
* relative energy (zero: lowest compared OMol25 entry of this formula, charge and spin): 0.0 kJ/mol
* E_HOMO (spin up / spin down): -15.2 / -17.8 eV
* largest force on an atom: 0.022 hartree/bohr

=====

(2)
DFT (wB97M-V/def2-TZVPD) results for C4H5HgO2 as an isolated structure in a non-equilibrium geometry.

```
12
Properties=species:S:1:pos:R:3:forces:R:3
C 0.6790 -1.1116 -0.0091 -0.58 0.95 3.03
C 0.1694 -0.4992 -1.2453 -1.23 5.21 -0.94
O -1.2289 -0.5465 -1.3902 -5.65 -3.33 4.04
H 1.7479 -0.8855 0.1075 -0.40 -0.24 0.32
H 0.4685 -2.1900 0.0264 0.08 0.38 0.00
H 0.7876 -0.6822 -2.1328 -0.61 -1.06 0.11
H -0.2381 0.6306 -1.5094 4.29 -0.44 1.77
H -1.6891 -0.4419 -0.2899 2.35 -0.50 -4.92
C -0.1720 -0.4415 1.4205 1.38 -3.30 -3.78
C -0.1466 0.5595 2.1511 0.96 6.03 -1.14
O -0.0750 1.8212 2.1883 -0.52 -4.38 2.15
Hg -0.3025 3.7870 0.6828 -0.08 0.68 -0.64
```
Positions in Å, forces in eV/Å.

Computed properties:
* net charge: 0
* multiplicity: 2
* <S²>: 0.775
* HOMO-LUMO gap (spin up / spin down): 0.3090 / 0.2270 Eh
* relative energy (zero: lowest compared OMol25 entry of this formula, charge and spin): 407.5 kJ/mol
* E_HOMO (spin up / spin down): -8.7 / -8.6 eV
* largest force on an atom: 0.150 hartree/bohr

=====

> The lowest multiplicity belongs to which entry?

C4H5HgO2

=====

> Among the records above, which one has the highest <S²>?

C4H5FeO2

=====

> Among the records above, which one has the highest multiplicity?

C4H5FeO2